(1)
Density functional theory data (the ωB97M-V functional and the def2-TZVPD basis) for 2 unconnected molecules or ions with the total composition C4H6N2O in a non-equilibrium geometry.

The geometry in XYZ format:
```
13
Properties=species:S:1:pos:R:3:forces:R:3:mulliken_charge:R:1
C 2.31338 -0.00315 -0.22268 0.044 0.052 0.063 -0.766
C 1.64061 -1.04699 -0.99268 -0.454 -0.683 -0.529 0.412
N 1.09536 -1.86172 -1.60722 0.570 0.793 0.597 -0.471
C -1.40288 -0.15068 -0.36300 -0.293 0.078 -0.110 -0.254
C -1.97880 0.56526 0.52288 0.145 -0.200 -0.254 0.266
O -2.95799 1.27783 1.05990 0.024 -0.057 -0.145 -0.461
N -0.62956 0.27176 0.93470 -0.001 -0.049 0.354 -0.503
H 3.36532 0.05766 -0.51223 -0.149 -0.015 0.013 0.325
H 2.23831 -0.22057 0.84470 0.013 -0.011 -0.156 0.258
H 1.81840 0.95491 -0.39414 0.061 -0.139 -0.007 0.273
H -1.14230 -0.62141 -1.29145 -0.072 0.063 0.118 0.405
H -3.69845 1.30041 0.43554 0.092 0.025 0.115 0.333
H -0.66140 -0.52331 1.58569 0.019 0.143 -0.059 0.184
```
Forces are in eV/Å.

Calculated values
max |F|	1.145	eV/A
HOMO-LUMO gap	8.74	eV
structure (SMILES)	OC1=CN1.CC#N
charge	0
calculated total energy	-9268.93756	eV

=====

(2)
Density functional theory data (the ωB97M-V functional and the def2-TZVPD basis) for a molecular structure, C10H28ClO8S2 in a non-equilibrium geometry.

The geometry in XYZ format:
```
49
Properties=species:S:1:pos:R:3:forces:R:3:mulliken_charge:R:1
Cl -0.31404 -0.05053 0.32710 -1.968 1.124 -1.418 -0.529
C 2.83392 1.06891 0.92721 0.579 0.863 -0.354 -0.580
C 1.67493 1.99299 1.32882 -0.465 -0.071 -0.483 -0.373
O 0.84303 2.29026 0.20206 1.651 2.625 1.268 -0.486
H 3.61359 0.90693 1.67150 -0.309 -0.020 0.526 0.422
H 3.36603 1.60789 0.14334 0.017 -0.099 -0.297 0.317
H 2.53924 0.09836 0.52810 -0.023 0.591 0.142 0.241
H 2.02392 2.95914 1.69331 0.336 -0.034 0.009 0.427
H 1.05849 1.57305 2.12364 -0.004 -0.249 0.145 0.237
H 0.29057 1.51565 0.07412 -0.685 0.036 0.215 0.134
C 2.38265 -2.93787 2.73617 -0.008 -0.264 -0.149 -1.628
C 1.84949 -1.69605 2.06925 -0.109 -0.288 -0.157 0.857
O 0.47733 -1.84629 1.87313 0.675 -2.683 2.368 -0.612
H 1.93335 -3.82200 2.28390 -0.144 0.024 -0.177 0.341
H 2.09002 -2.96129 3.78589 0.313 0.015 0.103 0.379
H 3.45588 -3.04229 2.57692 0.148 0.126 0.427 0.374
H 2.27959 -1.56065 1.07689 0.764 -0.183 1.011 -0.297
H 2.08496 -0.79011 2.62777 0.059 0.069 0.345 0.128
H 0.15853 -1.03510 1.47074 -0.308 0.146 0.392 0.431
O -4.65473 -0.63734 -2.58778 -0.101 1.477 0.777 -0.617
S -3.85252 0.13128 -1.66028 2.556 -1.353 1.891 1.076
O -2.93858 1.18549 -2.08159 -1.742 -0.821 0.187 -0.540
O -4.82638 0.72694 -0.39783 1.476 -1.005 -1.450 -0.362
C -4.08062 1.25006 0.74511 -0.162 0.490 0.118 0.214
C -5.08116 2.05691 1.50967 -1.478 1.350 0.703 -1.437
C -2.78570 -1.14877 -0.73235 -1.852 0.609 -0.608 -0.640
H -3.22996 1.86288 0.44690 -0.080 -0.092 -0.411 0.244
H -3.69819 0.48294 1.41844 -0.005 -0.455 -0.475 0.238
H -5.70484 1.50234 2.21079 0.139 -0.431 -0.121 0.310
H -5.79491 2.59293 0.88410 0.002 -0.382 -0.622 0.359
H -4.73883 2.91455 2.08877 0.970 -0.293 0.156 0.384
H -2.24421 -0.68936 0.09461 -0.585 -0.078 -0.378 0.065
H -2.06136 -1.59219 -1.41559 -0.161 0.421 -0.243 0.330
H -3.48274 -1.92290 -0.41152 -0.117 0.081 0.012 0.384
O 1.65850 -2.56375 -3.54398 0.334 1.075 0.717 -0.660
S 2.17449 -1.61808 -2.57424 -2.782 0.141 0.967 1.214
O 3.56626 -1.28760 -2.60456 0.032 0.182 0.208 -0.659
O 1.25420 -0.23339 -2.70657 0.727 -3.445 -1.528 -0.369
C 1.63678 0.87918 -1.98474 1.784 1.631 1.557 0.813
C 1.03886 2.09783 -2.60146 -0.833 -0.232 -0.952 -1.370
C 1.65124 -2.18186 -0.85903 1.854 -0.389 -1.322 0.103
H 2.71590 1.02306 -1.93078 0.282 -0.545 -0.233 0.438
H 1.27076 0.83269 -0.95909 0.676 -0.584 -1.106 -0.800
H 1.55868 3.04183 -2.43786 -0.239 -0.207 0.739 0.262
H 0.01819 2.02563 -2.22582 -0.275 1.085 -0.427 0.224
H 1.04171 1.99195 -3.68630 -0.203 -0.194 -0.161 0.450
H 2.58421 -2.59391 -0.47448 0.213 -0.142 -0.172 0.330
H 0.96466 -3.02840 -0.86778 -0.382 0.575 -0.407 0.442
H 1.39885 -1.37192 -0.17463 -0.566 -0.194 -1.332 -1.208
```
Forces are in eV/Å.

Calculated values
max |F|	3.838	eV/A
HOMO-LUMO gap	8.97	eV
charge	-1
calculated total energy	-61395.30998	eV

=====

(3)
Density functional theory data (the ωB97M-V functional and the def2-TZVPD basis) for 2 unconnected molecules or ions with the total composition C2H9NOS in a non-equilibrium geometry.

The geometry in XYZ format:
```
14
Properties=species:S:1:pos:R:3:forces:R:3:mulliken_charge:R:1
C -1.28057 -1.03640 -0.32064 -2.945 -5.608 -1.595 -0.365
C -0.42796 0.12350 -0.53805 -1.003 2.932 1.290 -0.300
S 0.89449 0.02941 -1.75656 -0.946 0.755 -0.546 -0.227
N -0.81131 -1.92466 0.97995 0.472 4.096 -1.852 -0.645
H -2.45527 -0.96033 -0.23063 2.492 0.580 -0.005 0.258
H -1.16979 -1.77103 -1.32261 -0.323 1.670 2.766 0.256
H -0.94459 1.14964 -0.35071 0.145 -1.146 -2.404 0.328
H -0.25346 0.31419 0.48470 2.583 0.025 1.514 0.075
H 1.97281 -0.38227 -1.12397 0.233 -0.261 0.879 0.117
H -0.05464 -2.43550 0.49905 0.095 0.285 1.017 0.270
H -0.36294 -1.04186 1.51909 -0.796 -3.281 -1.022 0.242
H 0.95021 1.77557 3.06233 3.653 -3.233 2.226 0.284
H 0.87590 3.10844 2.33141 -0.354 -0.958 0.481 0.326
O 0.38253 2.34032 2.69109 -3.306 4.143 -2.748 -0.618
```
Forces are in eV/Å.

Calculated values
max |F|	6.532	eV/A
HOMO-LUMO gap	9.94	eV
structure (SMILES)	NCCS.O
charge	0
calculated total energy	-16589.77149	eV